Record 1
10
Properties=species:S:1:pos:R:3:nbo_charge:R:1 method="wB97M-V/def2-TZVPD" relative_energy_kj_mol=288.3 total_charge=0 lumo_ev=0.5 homo_lumo_gap_ev=10.70 largest_force_ev_per_a=6.12
H -1.721 -1.041 0.284 0.370
H 0.872 -1.123 1.141 0.199
C 0.783 -0.847 0.022 -0.060
C -0.444 0.238 -0.230 0.397
H 1.977 -0.559 -0.310 0.206
N 0.174 1.533 0.160 -0.826
H -0.756 2.134 0.514 0.396
F 0.260 -2.112 -0.473 -0.398
H 0.516 1.824 -1.048 0.374
N -1.661 -0.049 -0.060 -0.657

Record 2
47
Properties=species:S:1:pos:R:3:nbo_charge:R:1 method="wB97M-V/def2-TZVPD" total_charge=+3 lumo_ev=-11.8 homo_lumo_gap_ev=5.70 largest_force_ev_per_a=7.54
F -0.310 0.744 2.759 -0.323
C -0.225 -2.613 4.202 0.368
C -3.206 -0.917 0.669 -0.919
I -0.297 -1.997 -2.274 -0.042
C 0.054 0.736 -5.710 -0.843
C -0.229 -0.638 2.821 0.390
O 0.086 1.891 -3.414 -0.286
H -3.331 1.880 -1.936 0.263
H -4.159 1.894 1.084 0.295
C 3.231 -1.015 0.686 -0.921
P 2.520 0.478 -0.090 0.878
H -2.849 -1.820 0.153 0.263
H 3.039 0.034 -2.408 0.244
C 3.454 0.693 -1.637 -0.929
C -3.065 1.921 0.974 -0.937
H 2.958 -1.045 1.750 0.276
C 0.069 1.353 -4.440 1.027
C 0.049 -1.370 1.669 -0.694
H 3.364 1.732 -1.977 0.261
H 2.779 2.784 0.583 0.258
F 0.752 -3.498 0.820 -0.303
H 4.246 1.847 0.987 0.295
P -2.473 0.579 -0.093 0.889
C 0.272 -2.743 1.850 0.420
H -3.028 0.194 -2.418 0.247
F -0.355 -3.211 5.403 -0.231
C -0.377 -1.237 4.075 0.262
H -2.767 2.884 0.543 0.262
H 4.324 -1.005 0.585 0.288
C 0.019 1.958 -0.572 0.418
H -4.301 -0.854 0.604 0.289
H -0.849 0.102 -5.780 0.366
H 0.054 1.504 -6.495 0.379
Zr 0.004 -0.219 -0.310 1.133
H -2.603 1.840 1.964 0.279
F 0.279 -4.707 3.215 -0.247
H -4.476 0.595 -1.447 0.295
H 4.513 0.450 -1.476 0.296
H 0.949 0.091 -5.791 0.366
H 2.820 -1.921 0.218 0.266
F -0.661 -0.489 5.161 -0.254
H -2.898 -0.990 1.723 0.274
O 0.027 3.127 -0.639 -0.313
H 2.772 1.700 1.986 0.276
C -3.420 0.834 -1.621 -0.931
C 0.099 -3.377 3.079 0.277
C 3.147 1.823 0.963 -0.929